{"formula": "C44H65GeN5OP3Ru", "method": "wB97M-V/def2-TZVPD", "homo_energy_ev": [-12.116, -11.448], "e_above_lowest_kj_mol": 82.1, "charge": 2, "molar_mass_g_mol": 946.64, "orbital_gap_ev": [6.50, 3.82], "lumo_energy_ev": [-5.61, -7.63], "s2": 0.772, "multiplicity": 2, "symbols": ["Ru", "C", "C", "C", "P", "C", "N", "Ge", "N", "C", "P", "C", "C", "C", "C", "C", "C", "C", "C", "C", "C", "C", "C", "N", "C", "C", "C", "C", "C", "C", "C", "C", "C", "C", "C", "C", "N", "C", "P", "C", "C", "C", "C", "C", "C", "C", "C", "C", "H", "H", "H", "H", "H", "H", "H", "H", "H", "H", "H", "H", "H", "H", "H", "H", "H", "H", "H", "H", "H", "H", "H", "H", "H", "H", "H", "H", "H", "H", "H", "H", "H", "H", "H", "H", "H", "H", "H", "H", "H", "H", "H", "H", "H", "H", "H", "H", "H", "H", "H", "H", "H", "H", "H", "H", "H", "H", "H", "H", "O", "N", "C", "C", "C", "C", "C", "H", "H", "H", "H", "H"], "positions_angstrom": [[-0.919, 0.912, 0.099], [-0.905, 3.046, 4.340], [-1.068, 1.531, 4.376], [-0.249, 0.976, 5.538], [-0.749, 0.734, 2.687], [0.832, -0.185, 3.059], [1.384, -0.929, 1.974], [1.207, -0.333, 0.036], [1.225, -2.006, -1.389], [-0.017, -2.516, -1.852], [-1.427, -1.275, -1.854], [-1.237, -0.370, -3.491], [-0.444, -1.054, -4.601], [-2.600, 0.110, -3.991], [-2.842, -2.488, -2.121], [-2.761, -3.364, -3.366], [-2.997, -3.365, -0.877], [2.426, -2.375, -1.863], [2.722, -3.099, -3.037], [4.028, -3.377, -3.376], [5.089, -2.934, -2.591], [4.832, -2.217, -1.432], [3.527, -1.968, -1.062], [3.151, -1.473, 0.214], [2.823, -2.536, 1.111], [3.345, -3.813, 1.042], [3.063, -4.720, 2.052], [2.299, -4.318, 3.141], [1.760, -3.050, 3.213], [1.963, -2.142, 2.161], [4.067, -0.547, 0.803], [5.186, -0.948, 1.507], [6.084, -0.002, 1.971], [5.840, 1.345, 1.745], [4.701, 1.754, 1.087], [3.772, 0.818, 0.612], [2.573, 1.111, 0.033], [2.281, 2.496, -0.244], [0.489, 2.926, -0.541], [0.332, 3.274, -2.366], [-1.169, 3.174, -2.648], [1.203, 2.336, -3.200], [0.418, 4.671, 0.130], [1.526, 5.613, -0.333], [0.375, 4.592, 1.650], [-2.053, -0.613, 2.641], [-3.403, 0.095, 2.518], [-2.047, -1.613, 3.788], [-1.146, 3.461, 5.315], [-1.577, 3.503, 3.618], [0.118, 3.331, 4.110], [-2.126, 1.321, 4.563], [0.809, 1.196, 5.429], [-0.382, -0.092, 5.681], [-0.584, 1.466, 6.451], [0.674, -0.831, 3.926], [1.546, 0.607, 3.343], [-0.350, -3.294, -1.150], [0.066, -2.956, -2.849], [-0.668, 0.520, -3.199], [-0.892, -1.983, -4.939], [0.586, -1.240, -4.307], [-0.424, -0.378, -5.453], [-3.214, -0.705, -4.362], [-2.460, 0.812, -4.809], [-3.143, 0.623, -3.201], [-3.725, -1.845, -2.217], [-1.881, -3.999, -3.355], [-2.764, -2.780, -4.279], [-3.633, -4.013, -3.399], [-2.355, -4.241, -0.937], [-4.020, -3.723, -0.787], [-2.735, -2.826, 0.034], [1.929, -3.450, -3.676], [4.246, -3.940, -4.271], [6.106, -3.181, -2.852], [5.643, -1.903, -0.794], [3.978, -4.100, 0.215], [3.478, -5.716, 2.014], [2.118, -5.014, 3.945], [1.177, -2.787, 4.082], [5.366, -1.998, 1.685], [6.971, -0.314, 2.496], [6.536, 2.088, 2.100], [4.534, 2.809, 0.951], [2.857, 2.838, -1.114], [2.571, 3.096, 0.627], [0.643, 4.305, -2.560], [-1.582, 2.258, -2.212], [-1.370, 3.194, -3.715], [-1.689, 4.014, -2.188], [1.242, 1.337, -2.757], [2.219, 2.719, -3.272], [0.814, 2.263, -4.211], [-0.549, 5.056, -0.225], [2.500, 5.308, 0.040], [1.317, 6.606, 0.060], [1.580, 5.698, -1.415], [1.336, 4.273, 2.054], [-0.387, 3.871, 1.941], [0.134, 5.558, 2.088], [-1.842, -1.146, 1.691], [-3.669, 0.611, 3.437], [-4.194, -0.618, 2.306], [-3.352, 0.842, 1.718], [-2.196, -1.116, 4.742], [-1.122, -2.181, 3.823], [-2.867, -2.314, 3.652], [-3.129, 1.317, -0.717], [-4.369, 0.961, -0.798], [-4.766, -0.261, -0.395], [-6.086, -0.642, -0.471], [-7.025, 0.222, -1.013], [-6.594, 1.466, -1.449], [-5.269, 1.815, -1.325], [-3.991, -0.907, -0.010], [-6.377, -1.618, -0.117], [-8.058, -0.077, -1.096], [-7.282, 2.165, -1.895], [-4.892, 2.777, -1.634]], "atomic_forces_ev_per_a": [[0.99, -0.13, -0.07], [-0.20, -0.01, -0.03], [-0.11, 0.47, -0.40], [-0.10, -0.21, -0.11], [0.11, -1.10, -1.02], [-0.15, 0.47, 0.14], [-0.14, -0.35, -1.15], [0.30, 0.85, 0.51], [-0.36, 2.23, 1.24], [-0.64, -0.06, 0.14], [0.52, -0.20, -0.57], [0.01, 0.04, 0.31], [-0.03, 0.10, 0.18], [0.10, 0.04, 0.19], [0.07, 0.41, 0.24], [-0.01, 0.22, -0.02], [-0.03, 0.18, 0.01], [0.55, 0.11, 0.13], [-0.17, -0.10, 0.00], [-0.12, 0.09, -0.01], [0.07, 0.18, 0.32], [0.22, -0.05, -0.26], [-0.21, -0.27, -0.53], [0.26, -0.48, 0.17], [0.01, -0.19, 0.28], [-0.04, -0.24, -0.07], [0.22, 0.13, -0.29], [-0.22, 0.22, 0.18], [0.05, -0.15, 0.28], [-0.17, 0.08, -0.16], [0.47, 0.87, 0.26], [0.04, 0.09, 0.01], [0.06, -0.03, 0.08], [0.04, -0.25, 0.07], [-0.24, 0.06, -0.16], [0.40, -0.37, 0.21], [-1.27, -0.93, -0.52], [-0.23, 0.04, 0.00], [0.09, -0.90, -0.01], [-0.19, -0.19, 0.32], [0.13, -0.13, 0.12], [-0.07, 0.06, 0.19], [-0.38, -0.43, 0.34], [-0.12, -0.21, -0.21], [-0.29, -0.10, -0.16], [0.23, 0.37, -0.16], [0.22, 0.12, -0.18], [0.07, 0.08, -0.21], [-0.03, 0.02, 0.14], [0.00, 0.08, -0.08], [0.12, 0.05, -0.06], [0.11, -0.06, -0.06], [0.13, 0.00, 0.00], [0.06, -0.12, 0.04], [-0.05, 0.06, 0.05], [0.02, 0.24, -0.06], [-0.03, -0.18, 0.10], [-0.04, -0.13, -0.25], [-0.07, 0.01, 0.08], [-0.10, -0.10, -0.07], [-0.02, -0.13, 0.00], [0.14, -0.07, 0.02], [0.06, 0.04, -0.15], [-0.06, -0.10, -0.04], [0.01, 0.08, -0.09], [-0.13, 0.10, 0.07], [0.09, -0.05, 0.02], [0.13, -0.11, -0.02], [0.04, 0.00, -0.13], [-0.10, -0.12, 0.03], [0.08, -0.08, 0.02], [-0.11, -0.06, 0.02], [-0.04, -0.01, 0.20], [-0.14, -0.04, -0.07], [-0.09, -0.06, -0.08], [0.07, 0.03, -0.07], [0.07, 0.05, 0.02], [0.05, 0.00, -0.05], [0.02, -0.03, -0.01], [-0.04, -0.05, 0.10], [-0.10, 0.06, -0.02], [0.01, -0.13, -0.01], [0.11, -0.05, 0.08], [0.11, 0.07, 0.03], [-0.01, 0.12, -0.08], [-0.01, 0.17, 0.18], [-0.05, 0.09, -0.14], [0.03, -0.16, 0.17], [-0.11, 0.15, -0.26], [-0.05, 0.00, -0.17], [-0.14, 0.02, 0.02], [0.08, -0.09, -0.14], [0.09, -0.09, 0.02], [-0.05, -0.09, -0.15], [0.12, -0.11, 0.02], [0.10, -0.04, 0.05], [0.01, 0.05, 0.04], [0.08, 0.05, -0.08], [0.08, -0.05, 0.07], [0.07, 0.09, 0.13], [-0.01, 0.09, 0.05], [-0.06, 0.06, 0.21], [-0.06, 0.01, 0.13], [-0.12, -0.07, -0.01], [-0.25, -0.04, 0.06], [-0.03, 0.04, 0.14], [0.09, -0.12, 0.06], [-0.06, -0.12, 0.03], [0.88, 0.59, 0.22], [-0.50, -0.23, 0.03], [-0.05, -0.28, 0.19], [-0.15, 0.08, -0.16], [0.15, 0.00, 0.04], [-0.05, -0.27, 0.03], [-0.23, 0.26, -0.10], [0.03, 0.18, -0.02], [0.06, -0.10, 0.02], [-0.10, 0.03, 0.00], [-0.03, 0.14, -0.01], [0.21, -0.04, 0.05]]}